Entry 1:
Density functional theory data (ωB97M-V/def2-TZVPD) for a molecular structure, C35H48AsF12HgNO2P.

Output
Kohn-Sham gap (alpha / beta) = 0.1566 / 0.1929 Ha
DFT total energy = -5496.7054 Eh
HOMO energy (alpha / beta) = 0.025 / -0.973 eV
2S+1 = 2
Net charge = -2

Atoms and positions in Å:
Hg -0.343 0.511 -0.072
C -1.710 -6.559 0.769
C -1.566 -5.155 0.240
C -0.992 -4.890 -1.000
C -0.898 -3.597 -1.455
C -1.398 -2.466 -0.748
N -1.332 -1.247 -1.359
C -1.536 -1.225 -2.719
C -2.613 -2.006 -3.229
C -2.908 -2.133 -4.563
C -2.148 -1.463 -5.519
C -2.437 -1.586 -6.994
C -1.142 -0.640 -5.045
C -0.817 -0.472 -3.694
C 0.291 0.547 -3.314
O 0.958 0.299 -2.192
C 1.408 0.646 -4.434
F 1.084 1.216 -5.627
F 2.454 1.361 -4.001
F 1.881 -0.578 -4.730
C -0.403 1.962 -3.300
F 0.448 2.950 -2.968
F -0.940 2.327 -4.486
F -1.414 2.014 -2.422
C -1.878 -2.727 0.578
C -1.968 -4.059 0.990
C -2.222 -1.582 1.577
O -1.226 -0.703 1.763
C -2.496 -2.135 3.029
F -1.450 -2.855 3.480
F -2.648 -1.146 3.918
F -3.596 -2.918 3.183
C -3.583 -0.910 1.150
F -4.529 -1.825 0.842
F -4.122 -0.153 2.135
F -3.476 -0.100 0.103
H -2.008 -7.251 -0.024
H -2.472 -6.601 1.550
H -0.777 -6.939 1.199
H -0.599 -5.703 -1.606
H -0.433 -3.403 -2.414
H -3.226 -2.523 -2.501
H -3.748 -2.753 -4.870
H -2.571 -2.631 -7.289
H -1.615 -1.175 -7.583
H -3.347 -1.048 -7.279
H -0.582 -0.090 -5.787
H -2.384 -4.289 1.959
C 1.806 -0.788 3.266
C 2.853 -0.870 2.156
As 2.026 -1.470 0.465
C 3.687 -1.689 -0.575
C 4.064 -0.367 -1.247
C 1.704 -3.353 0.962
C 2.815 -4.081 1.709
H 2.217 -0.347 4.180
H 1.417 -1.778 3.515
H 0.942 -0.197 2.948
H 3.682 -1.528 2.428
H 3.274 0.119 1.954
H 3.481 -2.451 -1.331
H 4.494 -2.058 0.066
H 3.198 0.058 -1.764
H 4.869 -0.501 -1.975
H 4.404 0.363 -0.507
H 1.469 -3.857 0.024
H 0.774 -3.357 1.535
H 3.776 -3.989 1.198
H 2.587 -5.148 1.795
H 2.939 -3.692 2.722
C 2.860 2.837 0.944
C 1.851 3.220 2.033
C 2.374 4.390 2.862
P 0.162 3.353 1.243
C -0.278 5.161 0.984
C -0.416 6.171 2.123
C 0.632 5.705 -0.122
C -0.955 2.736 2.593
C -2.408 2.919 2.160
C -0.729 3.196 4.032
H 3.810 2.517 1.386
H 3.065 3.691 0.291
H 2.477 2.031 0.316
H 1.737 2.354 2.697
H 2.547 5.266 2.234
H 3.332 4.124 3.322
H 1.686 4.672 3.658
H -1.274 5.040 0.540
H 0.534 6.362 2.622
H -1.136 5.842 2.870
H -0.774 7.128 1.724
H 1.636 5.911 0.259
H 0.234 6.641 -0.527
H 0.723 4.989 -0.941
H -0.757 1.657 2.553
H -2.727 3.961 2.263
H -3.065 2.292 2.765
H -2.544 2.612 1.119
H -0.923 4.261 4.168
H 0.289 2.992 4.370
H -1.407 2.651 4.695

Results of the Löwdin charge analysis, in e, for atoms 1 through 5: number 1, Hg, carries 0.925; number 2, C, carries -0.079; number 3, C, carries -0.306; number 4, C, carries -0.084; number 5, C, carries -0.051

Entry 2:
Density functional theory data (ωB97M-V/def2-TZVPD) for 18 unconnected molecules or ions with the total composition C57H141N9O27 at a distorted geometry.

Output
Kohn-Sham gap = 0.2772 Ha
DFT total energy = -4780.5343 Eh
HOMO energy = -7.468 eV

Atoms and positions in Å:
C 4.807 1.878 -2.703
C 3.458 1.360 -3.160
C 2.309 1.816 -2.264
O 2.227 3.236 -2.223
C 0.878 3.786 -2.099
N 3.100 1.778 -4.523
H 3.008 2.763 -4.712
H 3.622 1.395 -5.271
H -4.547 1.831 -2.564
H 5.589 1.593 -3.378
H 5.014 1.467 -1.708
H 4.794 2.994 -2.723
H 3.448 0.281 -3.085
H 2.576 1.443 -1.268
H 1.358 1.451 -2.502
H 0.262 3.398 -2.926
H 0.918 4.877 -2.086
H 0.390 3.396 -1.140
C 4.256 -3.472 -4.294
C 2.739 -3.469 -4.613
C 2.037 -2.020 -4.700
O 0.659 -2.253 -4.992
C -0.041 -1.111 -5.282
N 2.292 -4.289 -5.785
H 3.133 -4.655 -6.193
H 1.852 -3.685 -6.450
H -3.512 1.820 -8.150
H 4.522 -4.514 -4.178
H 4.396 -3.043 -3.278
H 4.826 -2.965 -5.049
H 2.272 -3.921 -3.750
H 2.527 -1.366 -5.451
H 2.137 -1.505 -3.739
H -0.910 -1.314 -5.882
H 0.644 -0.389 -5.810
H -0.373 -0.598 -4.384
C 2.555 -4.139 0.121
C 3.074 -3.698 1.464
C 3.690 -4.767 2.340
O 4.694 -5.633 1.693
C 5.987 -5.177 2.029
N 4.050 -2.609 1.192
H 4.542 -2.310 2.089
H 4.632 -2.802 0.362
H 3.527 -1.803 0.840
H 2.023 -3.320 -0.287
H 2.064 -5.120 0.210
H 3.381 -4.237 -0.596
H 2.266 -3.209 2.055
H 2.898 -5.380 2.814
H 4.163 -4.397 3.156
H 6.277 -5.744 2.903
H 5.963 -4.111 2.209
H 6.622 -5.410 1.147
C -1.364 0.162 4.255
C -0.077 -0.372 4.715
C -0.140 -1.915 4.936
O -0.314 -2.578 3.670
C 0.354 -3.844 3.702
N 0.982 -0.149 3.673
H 0.619 -0.371 2.748
H 1.257 0.894 3.625
H 1.851 -0.712 3.835
H -2.124 0.175 5.025
H -1.707 -0.351 3.379
H -1.141 1.184 3.935
H 0.302 0.016 5.687
H -1.012 -2.123 5.630
H 0.802 -2.212 5.451
H 0.375 -4.192 2.684
H -0.146 -4.624 4.345
H 1.347 -3.842 4.110
C -8.111 -3.389 -0.256
C -6.968 -3.198 -1.289
C -6.704 -1.827 -1.900
O -7.738 -1.569 -2.795
C -7.368 -0.296 -3.392
N -5.715 -3.548 -0.571
H -5.816 -4.455 -0.043
H -4.869 -3.478 -1.183
H -5.690 -2.840 0.250
H -7.805 -3.243 0.759
H -8.577 -4.355 -0.363
H -8.949 -2.768 -0.374
H -7.118 -3.927 -2.083
H -5.718 -1.843 -2.474
H -6.636 -1.030 -1.184
H -7.473 0.533 -2.693
H -7.987 -0.123 -4.242
H -6.319 -0.271 -3.726
C -2.163 2.135 -0.257
C -3.182 1.684 0.884
C -4.531 2.333 0.663
O -5.045 2.127 -0.650
C -6.136 2.985 -0.859
N -3.314 0.172 0.925
H -3.649 -0.119 0.003
H -2.331 -0.161 0.961
H -3.898 -0.162 1.832
H -1.117 2.019 0.072
H -2.345 3.150 -0.592
H -2.443 1.626 -1.165
H -2.901 2.101 1.855
H -4.385 3.382 0.854
H -5.174 1.938 1.447
H -6.659 2.822 -1.791
H -5.734 3.973 -0.952
H -6.928 2.874 -0.089
C -0.331 -4.727 -1.644
N -1.011 -5.310 -2.831
C -1.985 -6.334 -2.379
C -1.683 -4.137 -3.565
C -0.046 -5.634 -3.973
C 1.008 -6.802 -3.805
O 2.114 -6.206 -3.053
H -1.055 -4.532 -0.874
H 0.201 -3.849 -1.982
H 0.376 -5.494 -1.226
H -2.490 -6.720 -3.255
H -2.652 -5.804 -1.676
H -1.474 -7.098 -1.811
H -2.183 -4.482 -4.459
H -0.935 -3.471 -3.915
H -2.363 -3.622 -2.859
H 0.400 -4.702 -4.368
H -0.655 -5.975 -4.825
H 1.419 -7.004 -4.812
H 0.684 -7.786 -3.396
H 2.770 -6.880 -3.000
C -0.260 4.628 2.550
N -0.401 6.023 3.186
C -1.305 7.029 2.486
C -1.099 5.830 4.443
C 0.984 6.525 3.473
C 1.870 6.629 2.314
O 1.730 7.868 1.576
H -1.261 4.131 2.486
H 0.397 4.060 3.206
H 0.168 4.699 1.532
H -1.068 6.960 1.408
H -0.924 7.997 2.838
H -2.337 6.849 2.606
H -2.005 5.317 4.211
H -1.386 6.782 4.951
H -0.454 5.154 5.051
H 1.424 5.786 4.227
H 0.993 7.459 3.951
H 1.849 5.855 1.572
H 2.866 6.694 2.723
H 1.797 8.664 2.098
C 5.121 1.730 3.261
N 4.719 2.345 1.982
C 5.929 2.391 1.128
C 3.608 1.535 1.391
C 4.217 3.751 2.159
C 4.130 4.639 0.906
O 2.898 4.340 0.221
H 5.303 0.653 3.120
H 4.352 1.858 4.006
H 6.065 2.191 3.570
H 6.316 1.386 1.160
H 6.689 3.075 1.531
H 5.711 2.759 0.120
H 3.364 1.997 0.407
H 2.662 1.723 1.919
H 3.898 0.502 1.439
H 4.853 4.128 2.957
H 3.227 3.722 2.723
H 5.058 4.486 0.337
H 4.187 5.660 1.275
H 3.069 4.322 -0.729
C -4.166 3.968 -4.801
C -3.760 2.877 -3.887
O -4.887 2.423 -3.265
O -2.644 2.567 -3.549
H -4.901 4.641 -4.378
H -4.512 3.458 -5.692
H -3.282 4.604 -5.038
C 7.199 -0.890 -2.272
C 6.076 -1.338 -1.297
O 5.543 -0.439 -0.589
O 5.687 -2.557 -1.178
H 6.924 -1.300 -3.253
H 8.223 -1.075 -1.964
H 7.046 0.242 -2.463
C -0.740 2.430 -6.609
C -1.869 2.527 -7.614
O -3.079 1.990 -7.242
O -1.758 3.114 -8.664
H -1.035 1.853 -5.724
H -0.497 3.529 -6.446
H 0.144 2.130 -7.119
C 4.907 -2.044 5.874
C 4.271 -1.719 4.515
O 5.052 -1.657 3.519
O 3.063 -1.395 4.625
H 6.000 -2.042 5.768
H 4.545 -2.998 6.242
H 4.585 -1.315 6.629
C -2.340 -2.802 1.036
C -3.093 -3.386 -0.156
O -3.373 -4.595 -0.087
O -3.381 -2.617 -1.192
H -1.662 -3.568 1.400
H -2.877 -2.672 1.990
H -1.728 -1.907 0.789
C -7.203 -0.991 3.023
C -5.744 -1.221 2.489
O -5.686 -1.998 1.484
O -4.808 -0.672 2.980
H -7.462 0.078 3.009
H -7.538 -1.444 4.020
H -7.947 -1.426 2.328
C -5.517 3.711 4.264
C -4.332 4.214 3.482
O -3.342 3.410 3.516
O -4.381 5.362 2.883
H -6.341 4.378 4.055
H -5.224 3.800 5.310
H -5.831 2.666 4.128
C 2.432 2.639 6.329
C 2.014 3.313 4.980
O 1.701 2.561 3.956
O 2.021 4.559 4.943
H 1.534 2.444 6.974
H 3.057 3.441 6.749
H 2.923 1.678 6.095
C 0.438 -1.104 -1.121
C 0.626 -0.606 0.351
O -0.380 -0.166 0.978
O 1.759 -0.824 0.881
H 1.352 -1.193 -1.664
H -0.344 -0.617 -1.717
H 0.044 -2.117 -1.091

Results of the Löwdin charge analysis, in e, for atoms 1 through 5: number 1, C, carries -0.060; number 2, C, carries -0.393; number 3, C, carries -0.186; number 4, O, carries -0.236; number 5, C, carries -0.049

Entry 3:
Density functional theory data (ωB97M-V/def2-TZVPD) for a molecular structure, C17H29N4OPPt.

Output
Kohn-Sham gap (alpha / beta) = 0.1961 / 0.1962 Ha
DFT total energy = -1418.5132 Eh
HOMO energy (alpha / beta) = -22.064 / -22.065 eV
Net charge = +4

Atoms and positions in Å:
Pt 0.296 -0.466 0.036
C -2.101 -0.558 3.492
C -1.306 0.225 2.504
O -1.121 -0.378 1.353
N -0.895 1.428 2.768
C -0.217 2.320 1.834
C 1.240 1.990 1.630
C 2.235 2.724 2.243
C 3.573 2.417 2.003
C 3.878 1.378 1.134
C 2.838 0.676 0.560
N 1.547 0.969 0.803
H -2.426 -1.502 3.064
H -2.973 0.022 3.807
H -1.479 -0.749 4.373
H -1.135 1.791 3.688
H -0.303 3.331 2.227
H -0.760 2.291 0.889
H 1.970 3.543 2.900
H 4.361 2.985 2.483
H 4.901 1.107 0.909
H 3.043 -0.156 -0.114
C 0.454 3.644 -1.319
C 0.799 2.392 -2.113
P -0.141 0.869 -1.946
C 0.436 -0.325 -3.180
C 0.732 0.339 -4.555
C -1.906 1.193 -1.876
C -2.393 1.721 -3.253
H 0.962 4.486 -1.791
H 0.818 3.591 -0.297
H -0.612 3.871 -1.330
H 1.868 2.160 -2.122
H 0.535 2.550 -3.178
H -0.334 -1.095 -3.260
H 1.352 -0.804 -2.815
H -0.125 0.878 -4.952
H 0.966 -0.480 -5.237
H 1.602 0.990 -4.510
H -2.069 1.930 -1.086
H -2.440 0.287 -1.589
H -1.865 2.620 -3.569
H -3.446 1.979 -3.132
H -2.320 0.960 -4.027
N -0.522 -4.338 -0.895
C -1.690 -3.887 -1.489
C -1.669 -2.539 -1.380
N -0.500 -2.155 -0.737
C 0.164 -3.314 -0.443
H -0.236 -5.311 -0.820
H -2.412 -4.568 -1.913
H -2.417 -1.831 -1.691
H 1.115 -3.391 0.065

Results of the Löwdin charge analysis, in e, for atoms 1 through 5: number 1, Pt, carries 1.333; number 2, C, carries 0.086; number 3, C, carries -0.362; number 4, O, carries -0.131; number 5, N, carries 0.172

Entry 4:
Density functional theory data (ωB97M-V/def2-TZVPD) for C4H9NO in the gas phase.

Output
SMILES = CC(C)C(N)=O
Kohn-Sham gap = 0.3911 Ha
Energy above the lowest of the compared OMol25 structures with the same formula, charge and spin = 1.69 kcal/mol
DFT total energy = -287.8298 Eh
HOMO energy = -9.741 eV

Atoms and positions in Å:
C 1.296 1.261 0.169
C 0.203 0.244 -0.166
C 0.791 -1.096 -0.636
C -0.692 0.002 1.050
N -1.861 -0.655 0.785
O -0.384 0.327 2.184
H 2.179 0.760 0.577
H 0.953 1.967 0.929
H 1.603 1.818 -0.721
H -0.428 0.643 -0.974
H 0.013 -1.812 -0.926
H 1.463 -0.948 -1.488
H 1.371 -1.549 0.176
H -2.200 -0.809 -0.151
H -2.503 -0.785 1.552

Results of the Löwdin charge analysis, in e, for atoms 1 through 5: number 1, C, carries -0.070; number 2, C, carries -0.355; number 3, C, carries -0.073; number 4, C, carries -0.528; number 5, N, carries 0.155